{
  "formula": "C42H58IN2O17PS",
  "method": "wB97M-V/def2-TZVPD",
  "homo_energy_ev": -8.062,
  "total_charge": 0,
  "orbital_gap_ev": 7.9,
  "e_tot_ev": -110510.405,
  "lumo_ev": -0.1176,
  "elements": ["C", "O", "C", "C", "C", "C", "C", "C", "C", "C", "C", "C", "C", "C", "C", "C", "N", "C", "O", "C", "C", "C", "C", "N", "C", "C", "C", "P", "O", "O", "O", "C", "I", "C", "C", "S", "H", "H", "H", "H", "H", "H", "H", "H", "H", "H", "H", "H", "H", "H", "H", "H", "H", "H", "H", "H", "H", "H", "H", "H", "H", "H", "H", "H", "H", "H", "H", "H", "H", "H", "C", "C", "C", "O", "C", "O", "O", "H", "H", "H", "H", "H", "H", "C", "C", "C", "O", "C", "O", "O", "H", "H", "H", "H", "H", "H", "C", "C", "C", "O", "C", "O", "O", "H", "H", "H", "H", "H", "H", "C", "C", "C", "O", "C", "O", "O", "H", "H", "H", "H", "H", "H"],
  "xyz": [[5.0993, -0.6163, 2.9039], [5.6390, 0.6281, 2.5170], [4.8623, 1.6811, 3.0405], [5.1951, 2.9996, 2.3942], [5.5673, 2.9641, 0.9120], [4.9686, 4.1406, 0.1584], [3.4550, 4.2278, 0.3320], [2.7490, 4.8339, -0.8842], [1.3226, 5.2429, -0.4872], [0.3097, 4.2838, -1.0805], [-1.0996, 4.5926, -0.6102], [-2.0320, 3.4675, -1.0518], [-2.1337, 2.3832, 0.0042], [-2.4281, 1.0079, -0.6246], [-1.7247, -0.1777, -0.0325], [-1.7064, -0.4094, 1.3218], [-2.3674, 0.5209, 2.1987], [-3.0759, 0.1304, 3.1008], [-3.6931, -0.1864, 4.0225], [-1.0633, -1.4962, 1.8639], [-0.4114, -2.3819, 1.0513], [-0.4274, -2.1817, -0.2986], [-1.0727, -1.0940, -0.8499], [-1.0542, -0.9801, -2.2447], [0.1990, -1.0551, -2.8479], [0.6486, -0.1113, -3.7259], [1.8780, -0.2167, -4.3414], [2.2460, 1.1406, -5.4604], [1.5628, 0.9676, -6.7271], [3.8004, 1.3881, -5.5825], [1.6790, 2.4275, -4.6906], [2.6477, -1.3241, -4.0543], [4.5025, -1.6990, -4.9614], [2.2246, -2.2691, -3.1559], [1.0081, -2.1297, -2.5519], [0.3786, -3.3022, -1.4045], [4.7079, -0.5705, 3.9105], [5.8727, -1.3557, 2.8552], [4.2689, -0.8703, 2.2530], [5.0956, 1.7655, 4.0977], [3.8048, 1.4365, 2.9757], [4.3906, 3.6909, 2.5652], [6.0506, 3.3948, 2.9242], [6.6408, 3.0383, 0.8415], [5.3034, 2.0373, 0.4213], [5.1499, 4.0238, -0.9012], [5.4102, 5.0660, 0.4911], [3.0498, 3.2399, 0.5179], [3.2035, 4.8434, 1.1791], [2.6903, 4.0568, -1.6274], [3.3278, 5.6693, -1.2379], [1.2526, 5.2383, 0.5872], [1.1104, 6.2189, -0.8961], [0.3725, 4.3265, -2.1562], [0.5169, 3.2708, -0.7483], [-1.4157, 5.4916, -1.1124], [-1.1173, 4.7138, 0.4597], [-1.6012, 2.9994, -1.9276], [-2.9992, 3.8660, -1.2994], [-2.9473, 2.6070, 0.6692], [-1.2421, 2.3340, 0.6129], [-2.2311, 1.0940, -1.6766], [-3.4914, 0.8263, -0.5473], [-1.0348, -1.6545, 2.9227], [0.0839, -3.2269, 1.4745], [-1.5992, -0.2117, -2.5838], [0.0262, 0.7349, -3.9508], [4.2055, 1.7598, -4.7940], [2.3798, 2.8575, -4.1943], [2.8212, -3.1258, -2.9220], [-4.5564, -2.7194, 2.6384], [-4.9187, -3.8353, 1.6877], [-5.8434, -4.8971, 2.2310], [-5.4988, -6.0338, 1.4177], [-4.2046, -5.8851, 1.0406], [-3.5557, -6.7255, 0.5121], [-3.7640, -4.6420, 1.3543], [-3.5580, -2.3558, 2.4181], [-5.2621, -1.8950, 2.5523], [-4.5614, -3.0521, 3.6769], [-5.3060, -3.4223, 0.7518], [-6.8975, -4.6559, 2.1204], [-5.6393, -5.1477, 3.2715], [-9.6363, -9.3757, 1.5601], [-8.3299, -8.7115, 1.9295], [-7.2781, -9.6082, 2.5403], [-6.5077, -8.6737, 3.3099], [-7.3275, -7.6596, 3.6589], [-7.0445, -6.8064, 4.4367], [-8.5048, -7.7495, 2.9978], [-10.4605, -8.6710, 1.6518], [-9.6004, -9.7382, 0.5342], [-9.8518, -10.2242, 2.2104], [-7.9238, -8.1695, 1.0723], [-6.6506, -10.1098, 1.8088], [-7.7047, -10.3449, 3.2244], [-3.3576, 7.7142, 2.7798], [-3.3884, 7.9855, 1.2927], [-4.6930, 8.5182, 0.7496], [-4.6378, 8.0875, -0.6163], [-3.8775, 6.9671, -0.6611], [-3.7743, 6.2673, -1.6116], [-3.2607, 6.7624, 0.5308], [-2.6810, 6.8911, 3.0018], [-3.0211, 8.5972, 3.3206], [-4.3442, 7.4434, 3.1571], [-2.5528, 8.6309, 1.0100], [-4.7837, 9.5996, 0.8065], [-5.5610, 8.0530, 1.2212], [8.7045, -1.6626, -4.0417], [9.5755, -2.4868, -3.1217], [9.5217, -3.9840, -3.3217], [9.8858, -4.4702, -2.0210], [9.5087, -3.5323, -1.1153], [9.5010, -3.6916, 0.0589], [9.1373, -2.3919, -1.7487], [8.3698, -0.7532, -3.5444], [9.2545, -1.3870, -4.9405], [7.8156, -2.2152, -4.3495], [10.6076, -2.1285, -3.1564], [10.2142, -4.3509, -4.0747], [8.5135, -4.3373, -3.5490]],
  "atomic_forces_ev_per_a": [[-0.1, 0.5, -0.2], [0.1, 0.0, -0.1], [0.1, -0.1, 0.2], [0.7, -0.2, -0.2], [0.0, 0.5, 0.0], [-0.7, -0.6, 0.1], [0.3, 0.3, -0.6], [-0.3, -0.2, 1.4], [0.5, -0.6, -1.2], [-0.2, 0.2, 1.2], [0.0, -0.4, -1.4], [0.5, 0.0, 0.6], [-0.3, -0.5, -0.3], [-0.2, 0.2, 0.7], [0.0, 0.6, -0.7], [-0.3, 0.6, 0.6], [-0.2, -0.4, -0.4], [0.8, 0.2, -0.1], [-0.7, 0.0, 0.7], [0.1, -0.1, 0.4], [0.1, -0.2, 0.2], [0.5, -0.3, -0.9], [-0.2, -0.1, 0.1], [-0.3, 0.2, 0.0], [-0.2, -0.2, 0.0], [-0.4, 0.6, -0.2], [0.6, 0.3, -0.1], [-1.2, -0.2, -0.4], [0.0, -0.2, -0.7], [0.4, 0.2, 0.1], [0.4, 0.1, 0.2], [0.9, 0.0, -0.6], [0.0, -0.1, 0.0], [0.2, -0.4, 0.1], [-0.5, -0.4, 0.7], [0.1, -0.5, 0.1], [0.0, -0.1, 0.5], [0.4, -0.4, -0.1], [-0.2, -0.3, -0.3], [-0.1, 0.0, 0.5], [-0.4, 0.0, -0.3], [-0.5, 0.2, 0.2], [0.3, 0.3, 0.2], [0.5, -0.2, -0.1], [-0.3, -0.3, 0.0], [0.4, 0.1, -0.4], [0.3, 0.5, 0.0], [-0.2, -0.3, 0.1], [0.0, 0.2, 0.5], [0.2, -0.1, -0.7], [0.2, 0.4, -0.4], [-0.2, 0.3, 0.5], [-0.2, 0.6, 0.2], [-0.1, -0.1, -0.5], [0.4, -0.4, -0.1], [-0.2, 0.6, 0.2], [-0.1, 0.2, 0.5], [0.0, 0.1, -0.6], [-0.5, 0.0, -0.2], [-0.2, 0.3, 0.5], [0.4, 0.0, 0.1], [0.1, 0.0, -0.4], [-0.5, -0.1, -0.1], [-0.1, 0.1, 0.5], [0.3, -0.4, 0.2], [-0.1, 0.1, -0.2], [-0.2, 0.3, 0.0], [0.3, -0.1, 0.1], [-0.2, 0.4, 0.3], [0.3, -0.3, 0.1], [0.0, -0.2, 0.2], [0.2, 0.1, 0.2], [-0.2, 0.0, -0.1], [-0.1, 0.1, 0.1], [0.0, 0.1, 0.1], [0.1, -0.1, -0.1], [-0.1, 0.0, -0.1], [0.1, 0.0, -0.2], [0.0, 0.0, 0.0], [0.0, -0.1, 0.0], [0.0, -0.1, 0.0], [0.0, -0.2, -0.1], [0.0, 0.1, 0.0], [0.0, -0.1, 0.2], [-0.3, -0.1, 0.0], [0.2, 0.0, -0.1], [-0.1, -0.2, 0.0], [0.1, -0.1, -0.1], [0.0, 0.1, 0.1], [0.1, 0.0, -0.1], [0.0, 0.1, -0.1], [0.0, 0.0, 0.0], [0.0, 0.0, 0.1], [0.1, 0.0, 0.0], [0.2, 0.1, 0.0], [-0.1, 0.0, 0.0], [-0.1, -0.1, 0.0], [0.0, -0.2, 0.4], [0.0, 0.1, -0.1], [0.0, 0.0, 0.1], [-0.1, 0.1, 0.2], [0.0, -0.2, -0.2], [-0.1, 0.3, -0.1], [0.1, 0.1, 0.0], [0.0, 0.0, 0.0], [0.0, -0.1, 0.0], [0.0, 0.0, -0.1], [0.0, 0.0, -0.2], [0.0, 0.0, 0.1], [-0.2, -0.1, 0.0], [-0.2, 0.2, -0.1], [0.2, -0.1, 0.0], [0.0, 0.0, -0.1], [-0.1, 0.0, -0.1], [0.0, 0.0, 0.1], [0.1, 0.0, -0.1], [0.1, 0.0, 0.0], [0.0, 0.0, 0.0], [0.0, 0.0, 0.1], [0.0, 0.0, 0.0], [0.1, -0.1, 0.1], [0.0, 0.1, -0.1]],
  "mulliken_charge": [-0.767, -0.309, -0.596, -0.628, -0.749, -0.949, -0.527, -0.628, -0.953, -0.506, -0.834, -0.851, -0.615, -1.379, 0.755, 0.284, -0.361, 0.663, -0.447, -0.997, -0.719, 0.850, -0.080, -0.418, -0.025, -0.396, 0.186, 0.884, -0.697, -0.460, -0.452, -0.140, 0.106, -0.772, 0.578, -0.382, 0.336, 0.262, 0.274, 0.334, 0.384, 0.311, 0.401, 0.382, 0.443, 0.392, 0.289, 0.250, 0.524, 0.035, 0.614, 0.459, 0.280, 0.228, 0.335, 0.490, 0.309, 0.307, 0.553, 0.228, 0.560, 0.357, 0.315, 0.550, 0.561, 0.315, 0.304, 0.311, 0.263, 0.400, -1.014, 0.517, -0.741, -0.284, 0.527, -0.568, -0.315, -0.080, 0.471, 0.327, 0.317, 0.366, 0.430, -1.414, 0.630, -0.559, -0.305, 0.692, -0.568, -0.376, 0.358, 0.381, 0.316, 0.228, 0.319, 0.328, -1.389, 0.463, -0.604, -0.354, 0.601, -0.478, -0.241, 0.351, 0.376, 0.336, 0.313, 0.307, 0.320, -1.114, 0.494, -0.497, -0.325, 0.627, -0.521, -0.360, 0.367, 0.373, 0.088, 0.248, 0.307, 0.303]
}